# 1
The following is a DFT calculation (the ωB97M-V functional and the def2-TZVPD basis) of 2 unconnected molecules or ions with the total composition C10H16BrN3O3P in a non-equilibrium geometry.

Each line ends with the Löwdin charge.
Geometry (Å):
O  3.92  -0.39  2.56  -0.3410
P  2.51  0.08  1.91  0.6077
Br  1.73  -1.66  0.76  0.5331
C  1.34  0.16  3.41  -0.4781
C  0.21  -0.88  3.41  -0.1693
N  -1.02  -0.48  2.61  0.0651
C  -0.94  0.92  2.09  -0.1050
C  -0.51  1.76  3.29  -0.1752
N  0.91  1.57  3.52  -0.0716
H  3.89  -0.52  3.52  0.0622
H  1.93  -0.08  4.30  0.1132
H  -0.11  -1.11  4.42  0.1353
H  0.57  -1.81  3.00  0.0482
H  -1.80  -0.49  3.26  0.1737
H  -1.26  -1.16  1.88  0.1736
H  -1.92  1.20  1.69  0.1399
H  -0.21  0.95  1.29  0.0949
H  -0.75  2.80  3.12  0.1344
H  -1.05  1.42  4.18  0.1273
H  1.42  2.14  2.85  0.0809
C  -1.13  -0.06  -5.88  -0.0531
C  -1.31  0.97  -4.96  -0.0546
C  -0.95  0.78  -3.64  -0.0021
C  -0.41  -0.43  -3.27  -0.1477
C  -0.23  -1.47  -4.16  0.0042
C  -0.59  -1.27  -5.48  -0.0513
N  -0.01  -0.63  -1.87  -0.3354
O  -0.20  0.28  -1.08  0.0125
O  0.49  -1.70  -1.56  -0.1022
H  -1.41  0.10  -6.92  0.1140
H  -1.73  1.91  -5.28  0.1131
H  -1.09  1.57  -2.92  0.1172
H  0.19  -2.41  -3.84  0.1218
H  -0.45  -2.07  -6.20  0.1144

Results
- Net charge: +1
- F_max: 1.14 eV/Å
- Gap between HOMO and LUMO: 8.962 eV
- LUMO: -3.19 eV

---

# 2
The following is a DFT calculation (the ωB97M-V functional and the def2-TZVPD basis) of 5 unconnected molecules or ions with the total composition C10H16Cl3N3O3 in a non-equilibrium geometry.

Each line ends with the Löwdin charge.
Geometry (Å):
C  1.68  -5.81  -6.49  -0.0727
C  2.14  -5.41  -5.15  -0.2814
N  2.52  -5.10  -4.11  0.1166
H  2.46  -6.36  -7.02  0.0818
H  1.32  -4.96  -7.07  0.0797
H  0.83  -6.47  -6.32  0.0783
C  5.12  -5.29  1.89  -0.0704
C  6.27  -5.81  1.10  -0.2712
N  7.20  -6.17  0.47  0.1070
H  4.17  -5.49  1.39  0.0801
H  5.35  -4.22  1.81  0.0758
H  5.17  -5.60  2.93  0.0789
C  0.48  5.49  1.91  -0.0864
C  -0.12  6.78  2.13  -0.2885
N  -0.60  7.82  2.18  0.1271
H  1.53  5.45  2.20  0.0830
H  0.30  5.13  0.90  0.0867
H  0.12  4.70  2.57  0.0791
C  -4.60  4.12  4.05  -0.0133
O  -4.27  3.67  2.68  -0.0216
C  -4.77  2.46  2.31  -0.5600
O  -5.46  1.75  3.00  0.1134
O  -4.36  2.20  1.03  -0.0253
C  -4.68  0.96  0.42  -0.0488
H  -3.88  3.64  4.71  0.0919
H  -5.56  3.72  4.38  0.0856
H  -4.59  5.21  4.09  0.0939
H  -4.08  0.20  0.93  0.0962
H  -4.39  0.99  -0.63  0.0929
H  -5.73  0.71  0.50  0.0947
C  2.04  0.21  -2.64  -1.4478
Cl  3.27  1.36  -3.20  0.4893
Cl  0.51  1.20  -2.36  0.4440
Cl  2.70  -0.56  -1.16  0.4920
H  1.91  -0.52  -3.44  0.0194

Results
- SMILES: COC(=O)OC.ClC(Cl)Cl.CC#N.CC#N.CC#N
- F_max: 3.94 eV/Å
- Gap between HOMO and LUMO: 11.197 eV
- LUMO: 0.23 eV

---

# 3
The following is a DFT calculation (the ωB97M-V functional and the def2-TZVPD basis) of a molecular structure, C10H16Cl4O5Pb in a non-equilibrium geometry.

Each line ends with the Löwdin charge.
Geometry (Å):
C  -0.37  -1.98  0.01  -0.1819
C  -0.08  -1.70  -1.36  -0.2351
C  -0.96  -0.68  -1.80  -0.1981
C  0.90  -2.41  -2.21  -0.0837
C  -1.87  -0.40  -0.73  -0.2104
C  -1.51  -1.21  0.38  -0.2032
C  -2.20  -1.25  1.68  -0.0725
C  0.35  -2.97  0.82  -0.0619
C  -1.00  -0.09  -3.16  -0.0518
C  -2.98  0.58  -0.79  -0.0765
Pb  2.05  2.05  0.79  0.6829
Cl  3.07  0.29  -0.87  -0.3884
Cl  1.56  -0.18  2.44  0.1687
Cl  -0.11  2.72  -0.38  -0.2692
H  1.70  -2.78  -1.59  0.0572
H  1.32  -1.71  -2.93  0.0566
H  0.43  -3.25  -2.75  0.0713
H  0.01  0.06  -3.56  0.0778
H  -1.48  0.90  -3.14  0.0683
H  -1.54  -0.75  -3.86  0.0796
H  -2.60  1.54  -1.14  0.0350
H  -3.41  0.74  0.20  0.0625
H  -3.77  0.24  -1.47  0.0754
H  -2.87  -0.40  1.75  0.0607
H  -1.48  -1.16  2.50  0.0304
H  -2.77  -2.18  1.82  0.0695
H  1.43  -2.89  0.67  0.0757
H  0.04  -3.98  0.55  0.0816
H  0.18  -2.81  1.89  0.0623
O  -0.07  -0.03  3.30  -0.6587
H  0.06  0.50  4.10  -0.0416
O  3.86  4.81  0.33  -0.3977
Cl  3.63  5.08  1.75  0.6645
O  4.84  4.98  2.50  -0.3612
O  2.96  6.34  1.97  -0.3665
O  2.68  3.98  2.25  -0.6215

Results
- Net charge: -2
- F_max: 4.80 eV/Å
- Gap between HOMO and LUMO (spin up / spin down): 6.975 / 4.832 eV
- LUMO (spin up / spin down): 5.28 / 4.47 eV

---

# 4
The following is a DFT calculation (the ωB97M-V functional and the def2-TZVPD basis) of a gas-phase ion, C10H16ClN2O2 (charge +1) in a non-equilibrium geometry.

Each line ends with the Löwdin charge.
Geometry (Å):
O  3.96  -2.40  -0.03  -0.0996
C  2.64  -2.92  -0.37  -0.2325
C  1.71  -2.91  0.96  -0.1613
C  0.15  -3.20  0.57  -0.1302
C  -0.54  -1.79  0.35  -0.0621
C  -0.53  -0.58  1.32  0.0052
N  -1.08  0.69  1.22  0.1251
N  -1.73  0.99  0.10  -0.1421
C  -2.29  2.39  -0.03  -0.1352
C  -1.21  3.25  -0.85  -0.1328
C  -0.08  3.83  0.17  -0.2305
O  1.25  3.70  -0.41  -0.1028
C  -1.87  0.01  -0.91  -0.4302
Cl  -2.80  0.55  -2.40  0.6843
C  -1.34  -1.43  -0.97  0.0702
H  3.87  -1.75  0.70  0.0887
H  2.80  -3.97  -0.77  0.1338
H  2.16  -2.24  -1.18  0.1260
H  2.09  -3.66  1.75  0.1337
H  1.84  -1.87  1.44  0.1009
H  -0.38  -3.80  1.39  0.1401
H  0.06  -3.79  -0.41  0.1318
H  0.03  -0.78  2.31  0.1412
H  -2.37  2.77  1.05  0.1487
H  -3.34  2.41  -0.45  0.1188
H  -0.67  2.52  -1.56  0.1128
H  -1.68  4.13  -1.40  0.1297
H  -0.24  4.93  0.44  0.1286
H  -0.07  3.24  1.16  0.1141
H  1.15  3.85  -1.37  0.0905
H  -1.48  -2.16  -1.83  0.1349

Results
- Net charge: +1
- SMILES: OCCCc1cn[n+](CCCO)c(Cl)c1
- F_max: 5.64 eV/Å
- Gap between HOMO and LUMO: 7.990 eV
- LUMO: -5.23 eV

---

# 5
The following is a DFT calculation (the ωB97M-V functional and the def2-TZVPD basis) of a molecular structure, C10H16ClRhTeTl in a non-equilibrium geometry.

Each line ends with the Löwdin charge.
Geometry (Å):
Rh  0.73  -0.06  -2.56  0.6100
Cl  2.29  -1.77  -3.02  -0.1790
C  2.19  1.25  -2.08  -0.2968
C  -0.78  -1.23  -3.15  -0.2988
H  2.23  1.96  -2.92  0.0113
H  2.05  1.78  -1.12  -0.1004
H  3.11  0.64  -2.06  -0.0206
H  -1.06  -0.85  -4.14  -0.0003
H  -1.64  -1.18  -2.46  -0.0043
H  -0.37  -2.25  -3.24  -0.0311
Tl  -0.61  1.02  -0.05  0.4346
C  -1.41  -0.90  0.72  -0.3060
C  -0.53  1.36  -2.45  -0.4576
H  -2.50  -0.83  0.71  -0.0311
H  -1.03  -1.66  0.03  -0.0378
H  -1.01  -1.03  1.74  -0.0313
H  -1.60  1.19  -2.71  -0.0307
H  -0.17  2.40  -2.52  -0.0312
Te  1.56  1.72  1.65  0.7466
C  0.80  0.79  3.34  -0.7184
C  -0.36  1.35  3.94  -0.1713
C  -0.87  0.76  5.11  -0.1068
C  -0.22  -0.35  5.67  -0.1176
C  0.91  -0.90  5.06  -0.1107
C  1.43  -0.34  3.89  -0.1602
H  -0.81  2.23  3.47  0.0797
H  -1.76  1.18  5.57  0.0935
H  -0.61  -0.78  6.60  0.0894
H  1.40  -1.77  5.51  0.0940
H  2.31  -0.73  3.38  0.0832

Results
- Net charge: -1
- Multiplicity: 5
- F_max: 3.64 eV/Å
- Gap between HOMO and LUMO (spin up / spin down): 4.921 / 5.473 eV
- LUMO (spin up / spin down): 2.70 / 0.96 eV

---

# 6
The following is a DFT calculation (the ωB97M-V functional and the def2-TZVPD basis) of a molecular structure, C10H16F18N3O16S6Y in a non-equilibrium geometry.

Each line ends with the Löwdin charge.
Geometry (Å):
Y  -0.09  0.13  0.17  1.6287
C  1.24  -3.65  -2.13  -0.7571
F  1.20  -4.81  -1.50  0.1907
F  2.17  -3.59  -3.03  0.2121
F  0.09  -3.39  -2.73  0.1479
S  1.44  -2.34  -0.98  0.6133
O  2.58  -2.61  -0.21  -0.2006
O  1.31  -1.02  -1.64  -0.3387
N  0.14  -2.34  -0.11  -0.3586
S  -0.42  -3.30  1.13  0.6928
O  0.39  -4.40  1.49  -0.2317
O  -0.84  -2.31  2.11  -0.2939
C  -1.98  -4.03  0.43  -0.6883
F  -2.91  -3.08  0.47  0.1543
F  -1.69  -4.35  -0.81  0.1635
F  -2.27  -5.05  1.19  0.1973
C  -2.54  -0.35  3.76  -0.7187
F  -3.47  -1.21  3.34  0.1373
F  -3.07  0.33  4.74  0.1902
F  -1.51  -1.01  4.11  0.1863
S  -2.25  0.75  2.27  0.6485
O  -3.16  1.83  2.67  -0.2431
O  -0.86  1.05  2.14  -0.3712
N  -2.54  0.07  0.89  -0.3470
S  -3.96  -0.02  0.14  0.6369
O  -3.72  -0.68  -1.12  -0.2836
O  -5.02  -0.40  1.00  -0.2433
C  -4.55  1.65  -0.47  -0.6374
F  -5.19  2.35  0.51  0.1253
F  -3.58  2.30  -0.98  0.1867
F  -5.41  1.35  -1.50  0.1103
C  1.18  4.25  0.86  -0.6738
F  0.06  4.93  1.10  0.1754
F  2.14  5.03  0.46  0.1843
F  1.56  3.54  1.91  0.1433
S  0.88  3.05  -0.56  0.6679
O  -0.43  2.50  -0.28  -0.3539
O  1.08  3.91  -1.72  -0.2534
N  1.81  1.80  -0.42  -0.3446
S  3.35  1.77  -0.70  0.5795
O  3.81  3.10  -0.57  -0.2461
O  4.05  0.65  -0.16  -0.2285
C  3.65  1.49  -2.51  -0.6769
F  2.86  2.12  -3.29  0.1919
F  4.91  1.73  -2.70  0.1894
F  3.48  0.12  -2.81  0.0597
C  2.03  0.52  2.86  -0.0408
O  1.66  -0.24  1.67  -0.2690
H  3.13  0.49  2.83  0.1030
H  1.72  1.53  2.81  0.0469
H  1.66  -0.01  3.75  0.1051
H  1.91  -1.17  1.78  0.0334
C  3.53  -2.78  3.48  -0.1006
O  2.54  -2.60  2.48  -0.1783
H  4.41  -2.19  3.17  0.0927
H  3.12  -2.34  4.41  0.0905
H  3.78  -3.83  3.56  0.0870
H  2.23  -3.42  2.05  0.0686
C  -1.61  -0.73  -2.75  -0.0588
O  -1.33  0.45  -1.85  -0.2747
H  -2.49  -0.55  -3.36  0.0858
H  -0.74  -0.90  -3.46  0.1016
H  -1.77  -1.59  -2.09  0.0554
H  -1.09  1.22  -2.44  0.0503
C  -1.46  3.56  -3.89  -0.0542
O  -0.54  2.45  -3.52  -0.1542
H  -1.40  3.69  -4.99  0.0909
H  -2.46  3.32  -3.55  0.0774
H  -1.13  4.51  -3.49  0.0752
H  0.36  2.74  -3.46  0.0441

Results
- F_max: 5.43 eV/Å
- Gap between HOMO and LUMO: 11.443 eV
- LUMO: 0.36 eV